This record from OMol25 describes a 2-piece molecular cluster, C12H16N2O overall at a distorted geometry. The level of theory is the ωB97M-V functional and the def2-TZVPD basis.

Geometry as XYZ:
```
31
Properties=species:S:1:pos:R:3:forces:R:3:nbo_charge:R:1
C -0.9002 2.5281 1.8851 2.1 -0.8 1.8 -0.641
C -0.5411 1.8926 0.5731 -0.6 1.4 0.0 -0.096
C 0.4041 2.3545 -0.2846 1.3 1.4 0.8 -0.041
N 0.4457 1.7008 -1.4873 -1.4 -1.9 0.3 -0.583
C -0.5837 0.7119 -1.3453 -0.1 0.9 -0.6 0.217
C -1.0383 -0.1724 -2.2922 -0.7 -0.4 1.5 -0.268
C -2.0404 -1.0151 -1.8405 -1.8 -2.2 -2.3 -0.225
C -2.7814 -0.9591 -0.6897 1.5 3.4 2.5 -0.223
C -2.4869 0.1300 0.1788 2.5 -0.8 -2.2 -0.189
C -1.3184 0.8774 -0.1121 1.3 0.1 -0.9 -0.115
H -0.6614 1.7770 2.7065 -1.1 0.4 -0.8 0.222
H -1.9449 2.7997 1.8502 -0.2 0.3 0.5 0.221
H -0.1992 3.3367 2.3109 -1.2 -0.6 -1.5 0.227
H 1.0874 3.2003 -0.0984 -0.4 -0.6 -0.1 0.215
H 1.2302 1.6536 -2.1554 -0.9 0.1 0.8 0.425
H -0.6657 -0.2232 -3.2729 0.5 -0.2 -1.1 0.221
H -2.5336 -1.7711 -2.4883 1.2 0.4 -0.2 0.213
H -3.4912 -1.6556 -0.3442 -0.9 -0.8 -0.4 0.220
H -2.9818 0.3961 1.0438 -1.3 0.1 1.8 0.210
C 1.5758 -2.2557 -0.8198 -1.6 4.3 0.6 -0.603
C 1.1683 -2.1134 0.6875 1.6 1.3 0.4 -0.500
C 2.2989 -1.3200 1.4558 -0.6 0.1 0.8 0.683
N 2.2537 0.0325 1.2691 -3.1 -1.7 -4.0 -0.844
O 3.1142 -1.7024 2.2864 -0.7 -1.1 -0.7 -0.628
H 0.5985 -2.0647 -1.3772 1.7 -0.2 0.2 0.224
H 1.9511 -3.1692 -1.0643 1.1 -2.6 -0.6 0.210
H 2.3933 -1.4350 -1.0658 -1.8 -1.6 0.2 0.202
H 0.2778 -1.4917 0.8335 0.1 0.1 -0.5 0.220
H 0.9113 -3.0100 1.2220 0.4 -0.7 0.0 0.230
H 2.7779 0.4793 1.9073 2.2 2.4 2.1 0.393
H 1.6798 0.4882 0.5281 0.8 -0.4 1.4 0.403
```
Forces are in eV/Å.

Values from the calculation:
- F_max (eV Å⁻¹) = 5.32
- DFT total energy (Eh) = -651.5758
- highest occupied orbital energy (eV) = -8.115
- LUMO (eV) = 0.7
- SMILES = Cc1c[nH]c2ccccc12.CCC(N)=O
- gap between HOMO and LUMO (Eh) = 0.3230
- energy above the lowest of the compared OMol25 structures with the same formula, charge and spin (kcal/mol) = 42.5

This record from OMol25 describes C33H26AsCrN4O11S2Se2 as an isolated structure at a distorted geometry. The level of theory is the ωB97M-V functional and the def2-TZVPD basis.

Geometry as XYZ:
```
80
Properties=species:S:1:pos:R:3:forces:R:3:lowdin_spin:R:1
Cr 0.9261 -0.9647 1.0436 0.7 0.5 0.8 2.879
O -2.1323 0.0741 5.7820 -0.1 -0.1 0.0 0.000
C -2.0425 -1.2371 5.6445 0.0 0.0 0.0 0.000
O -2.5551 -2.0128 6.4123 0.0 0.0 0.0 0.000
C -1.2724 -1.7426 4.4730 0.0 0.1 0.1 0.002
C -1.0419 -3.0766 4.2113 0.0 0.0 0.0 0.008
N -0.3372 -3.1440 3.0721 0.1 -0.1 0.1 -0.001
N -0.0976 -1.9281 2.5779 0.0 -0.2 -0.1 -0.010
C -0.6524 -1.0697 3.4120 -0.1 0.1 -0.2 0.010
C -0.6252 0.3544 2.9488 0.0 -0.1 -0.3 0.007
O -1.0877 1.2432 3.6431 -0.1 0.1 0.1 0.011
O -0.1277 0.4834 1.7663 0.0 0.1 0.0 0.021
H -1.7228 0.5746 5.0214 0.0 0.0 0.0 0.000
H -1.3395 -3.9502 4.7668 0.0 0.0 0.0 0.000
H -0.0430 -3.9644 2.5689 0.0 0.0 0.0 0.000
O 2.2009 2.1448 2.9464 0.0 -0.1 -0.1 0.004
As 3.2535 0.8018 2.6480 0.1 -0.3 0.4 0.007
O 4.2600 0.5924 3.9070 -0.2 -0.1 -0.3 -0.005
O 2.3044 -0.6067 2.3105 -0.1 0.3 -0.4 0.033
C 4.3381 1.0769 1.0549 -0.1 0.1 -0.3 0.003
C 5.6989 0.9921 1.3205 0.0 0.0 -0.1 0.000
C 6.6260 1.1080 0.2904 0.0 0.0 0.0 0.001
C 6.2030 1.2970 -1.0134 0.0 0.0 0.0 0.000
C 4.8463 1.3747 -1.3003 -0.1 0.0 0.1 0.001
C 3.9231 1.2705 -0.2714 0.2 -0.1 0.2 0.002
S 2.2063 1.3232 -0.6961 -0.1 -0.1 -0.1 0.006
O 1.5375 2.1455 0.2795 0.0 0.0 0.0 0.001
O 2.0789 1.7239 -2.0687 0.1 -0.2 0.0 -0.001
O 1.8052 -0.1418 -0.5347 -0.2 0.4 0.3 0.022
H 1.6295 2.3100 2.1749 0.0 -0.1 0.0 0.000
H 6.0055 0.8376 2.3479 0.0 0.0 0.0 0.000
H 7.6841 1.0565 0.5140 0.0 0.0 0.0 0.000
H 6.9279 1.3883 -1.8123 0.0 0.0 0.0 0.000
H 4.4844 1.5251 -2.3084 0.0 0.0 0.0 0.000
Se -0.3957 -3.9355 -0.3674 0.0 0.1 0.0 0.008
Se -0.7526 -1.6155 -0.7979 -0.3 -0.6 -0.1 -0.014
C -2.5805 -1.6053 -0.1245 0.1 0.2 0.1 0.001
C -3.6058 -1.7242 -1.0445 0.0 -0.1 -0.1 -0.001
C -4.8993 -1.5449 -0.5739 -0.1 -0.1 0.0 0.000
C -5.0947 -1.2643 0.7648 0.0 0.0 0.0 0.000
C -3.9869 -1.2046 1.6030 0.1 0.0 0.0 0.000
N -2.7442 -1.3780 1.1640 0.0 0.0 0.0 0.000
C 1.4899 -3.8097 -0.0443 0.0 0.1 -0.1 0.005
C 2.2509 -4.9246 -0.3626 0.0 0.0 0.0 -0.001
C 3.6191 -4.8742 -0.1693 0.0 -0.1 0.0 0.006
C 4.1840 -3.7035 0.3046 0.0 0.1 0.0 -0.001
C 3.3597 -2.6353 0.5952 0.0 0.0 0.1 0.006
N 2.0249 -2.6867 0.4540 -0.1 -0.4 -0.2 -0.005
H -3.4037 -1.9256 -2.0880 0.0 0.1 0.0 0.000
H -5.7360 -1.6130 -1.2574 0.0 0.0 0.0 0.000
H -6.0857 -1.0882 1.1607 0.0 0.0 0.0 0.000
H -4.0950 -1.0006 2.6624 0.0 0.0 0.0 0.000
H 1.7665 -5.8039 -0.7651 0.0 0.0 0.0 0.000
H 4.2350 -5.7322 -0.4074 0.0 0.0 0.0 0.000
H 5.2491 -3.6029 0.4544 0.0 0.0 0.0 0.000
H 3.7542 -1.7090 0.9820 0.0 0.0 0.0 0.000
O -2.2427 1.6602 -0.0719 0.1 -0.1 -0.4 0.000
S -1.4656 1.4076 -1.3177 -0.4 0.2 0.2 0.000
C -2.6738 0.9496 -2.5741 0.0 0.0 0.0 0.000
C -2.3076 0.1530 -3.6485 0.0 0.1 0.0 0.000
C -3.2748 -0.2299 -4.5704 0.0 0.0 0.0 0.000
C -4.5919 0.1744 -4.3987 0.0 0.0 0.0 0.000
C -4.9455 0.9656 -3.3090 0.0 0.0 0.0 0.000
C -3.9854 1.3537 -2.3872 0.0 0.0 -0.1 0.000
C -1.0578 3.0129 -2.0208 0.1 0.0 0.1 0.000
C -0.5586 3.1460 -3.3095 0.0 0.0 0.1 0.000
C -0.2110 4.4062 -3.7622 0.0 0.0 0.0 0.000
C -0.3572 5.5124 -2.9293 0.0 0.0 0.0 0.000
C -0.8516 5.3592 -1.6445 0.0 0.0 0.0 0.000
C -1.1999 4.0967 -1.1758 0.0 0.1 0.0 0.000
H -1.2783 -0.1690 -3.7633 0.0 0.0 0.0 0.000
H -3.0001 -0.8468 -5.4169 0.0 0.0 0.0 0.000
H -5.3459 -0.1287 -5.1141 0.0 0.0 0.0 0.000
H -5.9733 1.2811 -3.1789 0.0 0.0 0.0 0.000
H -4.2341 1.9512 -1.5177 0.0 0.0 0.0 0.000
H -0.4309 2.2816 -3.9486 0.0 0.0 0.0 0.000
H 0.1795 4.5282 -4.7642 0.0 0.0 0.0 0.000
H -0.0729 6.4946 -3.2842 0.0 0.0 0.0 0.000
H -0.9646 6.2196 -0.9978 0.0 0.0 0.0 0.000
H -1.5713 3.9429 -0.1707 0.0 0.0 0.0 0.000
```
Forces are in eV/Å.

Values from the calculation:
- 2S+1 = 4
- F_max (eV Å⁻¹) = 1.18
- DFT total energy (Eh) = -11199.4295
- highest occupied orbital energy (alpha / beta) (eV) = -8.918 / -8.923
- LUMO (alpha / beta) (eV) = -1.5 / -1.6
- gap between HOMO and LUMO (alpha / beta) (Eh) = 0.2740 / 0.2700
- energy above the lowest of the compared OMol25 structures with the same formula, charge and spin (kcal/mol) = 19.4

What is the DFT total energy in the second record?
-11199.4295 Eh

What is the formula in the first record?
C12H16N2O

What did the first record say?
This record from OMol25 describes a 2-piece molecular cluster, C12H16N2O overall at a distorted geometry. The level of theory is the ωB97M-V functional and the def2-TZVPD basis.

Geometry as XYZ:
```
31
Properties=species:S:1:pos:R:3:forces:R:3:nbo_charge:R:1
C -0.9002 2.5281 1.8851 2.1 -0.8 1.8 -0.641
C -0.5411 1.8926 0.5731 -0.6 1.4 0.0 -0.096
C 0.4041 2.3545 -0.2846 1.3 1.4 0.8 -0.041
N 0.4457 1.7008 -1.4873 -1.4 -1.9 0.3 -0.583
C -0.5837 0.7119 -1.3453 -0.1 0.9 -0.6 0.217
C -1.0383 -0.1724 -2.2922 -0.7 -0.4 1.5 -0.268
C -2.0404 -1.0151 -1.8405 -1.8 -2.2 -2.3 -0.225
C -2.7814 -0.9591 -0.6897 1.5 3.4 2.5 -0.223
C -2.4869 0.1300 0.1788 2.5 -0.8 -2.2 -0.189
C -1.3184 0.8774 -0.1121 1.3 0.1 -0.9 -0.115
H -0.6614 1.7770 2.7065 -1.1 0.4 -0.8 0.222
H -1.9449 2.7997 1.8502 -0.2 0.3 0.5 0.221
H -0.1992 3.3367 2.3109 -1.2 -0.6 -1.5 0.227
H 1.0874 3.2003 -0.0984 -0.4 -0.6 -0.1 0.215
H 1.2302 1.6536 -2.1554 -0.9 0.1 0.8 0.425
H -0.6657 -0.2232 -3.2729 0.5 -0.2 -1.1 0.221
H -2.5336 -1.7711 -2.4883 1.2 0.4 -0.2 0.213
H -3.4912 -1.6556 -0.3442 -0.9 -0.8 -0.4 0.220
H -2.9818 0.3961 1.0438 -1.3 0.1 1.8 0.210
C 1.5758 -2.2557 -0.8198 -1.6 4.3 0.6 -0.603
C 1.1683 -2.1134 0.6875 1.6 1.3 0.4 -0.500
C 2.2989 -1.3200 1.4558 -0.6 0.1 0.8 0.683
N 2.2537 0.0325 1.2691 -3.1 -1.7 -4.0 -0.844
O 3.1142 -1.7024 2.2864 -0.7 -1.1 -0.7 -0.628
H 0.5985 -2.0647 -1.3772 1.7 -0.2 0.2 0.224
H 1.9511 -3.1692 -1.0643 1.1 -2.6 -0.6 0.210
H 2.3933 -1.4350 -1.0658 -1.8 -1.6 0.2 0.202
H 0.2778 -1.4917 0.8335 0.1 0.1 -0.5 0.220
H 0.9113 -3.0100 1.2220 0.4 -0.7 0.0 0.230
H 2.7779 0.4793 1.9073 2.2 2.4 2.1 0.393
H 1.6798 0.4882 0.5281 0.8 -0.4 1.4 0.403
```
Forces are in eV/Å.

Values from the calculation:
- F_max (eV Å⁻¹) = 5.32
- DFT total energy (Eh) = -651.5758
- highest occupied orbital energy (eV) = -8.115
- LUMO (eV) = 0.7
- SMILES = Cc1c[nH]c2ccccc12.CCC(N)=O
- gap between HOMO and LUMO (Eh) = 0.3230
- energy above the lowest of the compared OMol25 structures with the same formula, charge and spin (kcal/mol) = 42.5

The highest F_max belongs to which entry?
C12H16N2O